{
  "formula": "C19H45Cl3F2N3O12S2",
  "method": "wB97M-V/def2-TZVPD",
  "e_tot_ha": -4194.30643,
  "e_lumo_ev": 0.0,
  "spin_multiplicity": 1,
  "gap_ha": 0.0578,
  "charge": -1,
  "elements": ["Cl", "Cl", "Cl", "S", "S", "F", "F", "O", "O", "O", "O", "O", "O", "O", "O", "O", "O", "O", "O", "N", "N", "N", "C", "C", "C", "C", "C", "C", "C", "C", "C", "C", "C", "C", "C", "C", "C", "C", "C", "C", "C", "H", "H", "H", "H", "H", "H", "H", "H", "H", "H", "H", "H", "H", "H", "H", "H", "H", "H", "H", "H", "H", "H", "H", "H", "H", "H", "H", "H", "H", "H", "H", "H", "H", "H", "H", "H", "H", "H", "H", "H", "H", "H", "H", "H", "H"],
  "xyz": [[-6.3768, -5.6982, -5.3218], [-5.1652, -7.6235, -3.5027], [-5.0782, -4.7790, -2.8821], [0.0696, 1.0279, 3.9243], [1.4134, 6.1742, 1.5398], [3.9208, 6.1624, 4.8043], [0.3989, -0.6600, 4.2336], [2.9203, 5.8180, 2.0523], [-1.1589, 1.4338, 4.8232], [1.4332, 6.2464, 0.0957], [1.2453, 1.9547, 4.4236], [3.3672, 2.3604, -1.8342], [-2.1092, -0.3663, 2.5655], [0.5668, -3.0372, -0.3628], [2.9012, 2.6701, 0.2898], [-1.4828, 5.9340, -0.5113], [1.3454, 7.6947, 2.1240], [0.4758, 5.3569, 2.2743], [5.0721, 2.2060, -0.3019], [-0.6046, -5.0048, -2.4598], [-2.3323, 3.2376, 0.0953], [-0.2154, 1.2559, 2.2115], [-6.0240, -6.0786, -3.6276], [-1.1310, 0.2040, 1.6259], [-1.4697, -6.2839, -2.5701], [4.3093, 2.0773, -2.8669], [2.4733, 7.9321, 2.9647], [0.2505, -3.1735, -4.1100], [-0.7494, 2.6618, 2.0472], [1.5906, -2.0720, -0.5747], [3.5784, 7.0250, 2.4303], [-0.5241, -4.4628, -3.9102], [-3.4472, 0.2716, 2.3985], [0.8014, -5.4240, -1.9715], [-0.6409, -2.7582, -1.0599], [3.8996, 2.3931, -0.5865], [-4.2486, 0.0607, 3.8132], [-1.3612, -4.0507, -1.4848], [3.3179, 2.7363, 1.6523], [0.8288, -6.0637, -0.5897], [-0.8377, 3.1717, 0.4717], [-1.7592, 2.8582, 2.6510], [1.1884, -6.1383, -2.7094], [-0.3718, -2.3011, -3.8981], [-4.1790, 1.0597, 4.4557], [1.2114, -1.1202, -0.9581], [-2.4357, -6.0084, -3.0038], [0.5305, -3.0810, -5.1650], [4.3509, 6.8255, 3.1767], [-6.9715, -6.1669, -3.0900], [-2.9129, 3.5080, 0.9192], [0.0498, 3.3804, 2.5667], [3.7749, 2.0759, -3.8209], [0.4323, -5.4146, 0.1929], [1.1714, -3.1152, -3.5278], [-3.3212, 1.4157, 2.1573], [2.1988, 7.6576, 3.9884], [-5.3638, -0.2786, 3.6522], [-1.2953, -2.2171, -0.3679], [4.0515, 3.5366, 1.7931], [-0.4778, -2.0913, -1.9055], [-1.6224, -6.7021, -1.5731], [-1.5530, -4.3318, -4.2639], [-0.9503, -6.9992, -3.2158], [2.3183, -2.4863, -1.2717], [1.4493, -4.5504, -2.0043], [0.2786, -7.0073, -0.5583], [3.7253, 1.7740, 1.9786], [-1.5804, -4.6446, -0.5913], [-0.5872, 6.1412, -0.3154], [2.7554, 8.9879, 2.9352], [-0.0578, -5.2562, -4.5067], [-2.3111, -3.8040, -1.9734], [-1.7180, 0.5311, 0.6675], [2.0986, -1.8924, 0.3805], [-0.4266, -0.6968, 1.2846], [1.8659, -6.2929, -0.3218], [5.0826, 2.8513, -2.9068], [2.4400, 2.9631, 2.2635], [4.0403, 7.4527, 1.5341], [4.7564, 1.0886, -2.7213], [-0.3913, 4.2414, 0.3093], [-2.6841, 2.2950, -0.1902], [-4.0053, -0.2001, 1.4679], [-0.3797, 2.3693, -0.2843], [-3.6374, -0.7463, 4.4377]],
  "forces_ev_per_angstrom": [[0.0499, -0.0605, 0.3254], [-0.0725, 0.1289, 0.0320], [-0.0992, -0.0417, 0.0024], [-0.5738, 5.5702, 6.3294], [0.6329, 0.5671, 0.1375], [0.2241, 0.0266, 0.4080], [-0.4393, 2.8785, -1.2507], [-1.5765, -0.0044, -0.2696], [3.9183, -2.7194, -3.8779], [-0.0701, -0.3208, 1.7298], [-3.6818, -4.8302, -3.0382], [0.2727, -0.1472, 0.4372], [-0.3499, 1.5715, -1.7062], [-0.6343, -0.0291, -0.4686], [0.9718, -0.5170, -1.5824], [-1.0174, -0.4441, -0.0901], [-0.2951, -1.0300, -1.0443], [1.1299, 0.8032, -0.9991], [-1.4193, 0.0760, -0.6536], [-0.4648, -0.5556, -0.2111], [0.5629, -1.1594, 0.5943], [-1.4170, -1.1041, 0.3244], [-0.1892, -0.0424, -0.1954], [0.1185, -2.2457, -0.5387], [0.3967, 0.7907, 0.1221], [0.1278, 0.0429, -0.1474], [0.6927, -0.3403, 0.9207], [-0.1022, 0.3989, -0.0804], [1.0929, 2.9940, 0.8718], [0.3426, 0.1130, 0.4022], [0.5779, 1.0831, -0.2888], [0.1737, -0.0944, 0.3484], [-0.4916, 0.5464, 0.3645], [-0.1312, 0.0178, -0.0183], [0.1864, -0.2126, 0.2205], [-0.1172, 0.3462, 1.0900], [0.8600, 0.1276, 0.2688], [0.6440, -0.0529, -0.0659], [0.1993, 0.1977, 0.9278], [-0.2560, -0.0663, 0.1336], [-1.4530, -1.2273, -0.1957], [2.0782, -0.6683, -1.4964], [-0.3309, 0.1585, -0.0303], [0.2002, -0.1020, 0.0559], [-0.3107, -2.2046, -1.5057], [-0.0130, -0.0976, 0.1058], [0.2381, -0.0291, 0.0985], [-0.0545, -0.1901, 0.1580], [-0.5584, -0.3870, 0.3917], [0.3506, 0.0499, -0.1512], [0.8462, 0.1259, -1.0235], [-1.8024, -1.7257, -1.0895], [-0.1602, 0.0939, 0.3162], [0.1408, 0.0539, -0.1856], [-0.1007, -0.0052, -0.0380], [-0.1855, -2.2768, 0.5400], [0.3737, -0.1220, -0.1349], [2.2803, 0.7428, 0.3446], [-0.3412, -0.1564, -0.1325], [-0.1552, -0.2656, -0.0238], [0.1014, -0.0910, 0.0156], [0.0802, 0.1203, -0.2214], [0.1309, -0.1631, 0.2343], [-0.0819, 0.2109, 0.1695], [0.1877, 0.0920, -0.2027], [-0.2784, 0.0216, 0.0784], [0.1067, 0.0346, -0.0779], [0.0421, 0.1371, -0.1280], [0.0925, 0.0301, -0.2469], [0.9161, 0.5810, -0.0211], [-0.1889, -0.1133, -0.2772], [-0.1718, -0.0258, 0.3390], [0.2400, -0.0724, 0.0128], [1.4985, 0.1798, 1.8793], [-0.1829, 0.0051, -0.2336], [-1.4636, 1.7462, 0.9590], [-0.1506, 0.1200, -0.1624], [-0.0355, -0.2485, 0.1058], [0.1144, 0.0086, -0.3449], [-0.2374, 0.1306, -0.2875], [0.1075, 0.2086, 0.0759], [-1.1500, -1.8003, 0.2737], [0.5004, 0.8558, 0.4025], [1.0721, 0.6751, 1.8631], [-0.5920, 1.7237, 1.7602], [-1.4765, 1.6041, -1.4334]],
  "mulliken_charge": [-0.105, -0.122, -0.079, 1.154, 1.096, -0.924, -0.325, -0.111, -0.561, -0.680, -0.528, -0.261, -0.315, -0.298, 0.121, -1.110, -0.395, -0.531, -0.580, 0.153, -0.507, 0.472, -0.015, -0.399, -0.959, -0.688, -0.359, -1.105, -0.469, -0.933, -0.523, -0.324, 0.203, -0.328, 0.082, 0.510, -0.962, -0.752, -0.545, -1.266, 0.220, 0.319, 0.546, 0.354, 0.250, 0.464, 0.283, 0.416, 0.422, 0.346, 0.263, 0.549, 0.228, 0.248, 0.228, -0.020, 0.296, 0.288, 0.098, 0.312, 0.268, 0.421, 0.354, 0.367, 0.354, 0.216, 0.364, 0.378, 0.434, 0.230, 0.298, 0.446, 0.176, 0.191, 0.275, -0.242, 0.425, 0.279, -0.014, 0.290, 0.282, -0.619, 0.287, 0.254, 0.215, 0.231]
}